97
Properties=species:S:1:pos:R:3:forces:R:3 method="wB97M-V/def2-TZVPD" lumo_ev=0.6 molar_mass_da=979.38 relative_energy_kj_mol=11.0
Bi 0.188 0.013 0.134 -0.1 0.1 -0.2
C 0.539 -1.258 4.222 0.0 0.0 0.0
C -0.207 0.029 4.001 0.0 0.0 0.0
C -1.581 0.101 4.191 0.0 0.0 0.0
C -2.285 1.280 3.955 0.0 0.0 0.0
C -3.769 1.340 4.208 0.0 0.0 0.0
C -1.590 2.395 3.505 0.0 0.0 0.0
C -0.214 2.353 3.299 0.0 0.0 0.0
C 0.530 3.576 2.830 0.0 0.0 0.0
C 0.460 1.166 3.555 0.1 0.0 0.0
H 0.064 -1.861 4.997 0.0 0.0 0.0
H 1.572 -1.071 4.515 0.0 0.0 0.0
H 0.556 -1.845 3.300 0.0 0.1 0.0
H -2.116 -0.776 4.544 0.0 0.0 0.0
H -3.982 1.268 5.277 0.0 0.0 0.0
H -4.285 0.512 3.719 0.0 0.0 0.0
H -4.194 2.273 3.839 0.0 0.0 0.0
H -2.133 3.314 3.302 0.0 0.0 0.0
H 0.797 4.216 3.674 0.0 0.0 0.0
H -0.078 4.167 2.144 0.0 0.0 0.0
H 1.455 3.306 2.316 0.0 0.0 0.0
H 1.537 1.124 3.411 0.0 0.0 0.0
C -1.579 -1.432 -6.648 0.0 0.0 0.0
C -1.404 -0.695 -5.346 0.0 0.1 0.0
C -0.932 0.614 -5.292 0.0 0.0 0.0
C -0.712 1.269 -4.092 0.1 0.0 0.0
C -0.947 0.650 -2.851 0.0 0.1 -0.1
N -0.680 1.203 -1.623 0.0 0.0 0.1
C -0.318 2.552 -1.490 -0.2 0.0 -0.1
C 0.819 3.114 -2.079 0.1 0.0 0.0
C 1.167 4.443 -1.898 0.0 0.0 0.0
C 0.393 5.276 -1.097 0.0 0.0 -0.1
C 0.770 6.714 -0.855 0.0 0.0 0.0
C -0.732 4.730 -0.499 0.0 0.0 0.1
C -1.092 3.401 -0.684 0.0 0.1 0.2
N -2.300 2.962 -0.070 0.0 0.0 -0.2
C -3.444 3.691 0.034 0.1 0.0 0.0
C -4.389 2.883 0.603 0.0 -0.1 0.1
C -3.719 1.661 0.815 -0.1 0.0 0.0
N -2.466 1.712 0.410 0.0 0.2 0.0
C -1.559 -0.617 -2.935 -0.1 -0.1 0.1
C -1.732 -1.284 -4.137 0.0 -0.1 0.0
N -2.163 -1.213 -1.782 0.1 0.3 -0.1
C -3.364 -1.814 -1.727 0.0 0.0 0.0
C -3.597 -2.187 -0.422 0.0 0.0 0.0
C -2.468 -1.766 0.274 0.0 0.0 0.0
N -1.618 -1.182 -0.562 0.1 -0.2 0.0
H -1.036 -0.932 -7.451 0.0 0.0 0.0
H -2.629 -1.487 -6.943 0.0 0.0 0.0
H -1.203 -2.453 -6.576 0.0 0.0 0.0
H -0.711 1.135 -6.217 0.0 0.0 0.0
H -0.351 2.287 -4.110 0.0 0.0 0.0
H 1.428 2.483 -2.714 0.0 0.0 0.0
H 2.056 4.834 -2.379 0.0 0.0 0.0
H 1.476 7.064 -1.606 0.0 0.0 0.0
H 1.239 6.836 0.124 0.0 0.0 0.0
H -0.106 7.362 -0.882 0.0 0.0 0.0
H -1.340 5.355 0.146 0.0 0.0 0.0
H -3.504 4.704 -0.322 0.0 0.0 -0.1
H -5.414 3.131 0.817 0.0 0.0 0.0
H -4.094 0.747 1.249 0.0 0.0 0.0
H -2.134 -2.292 -4.111 0.0 0.0 0.0
H -3.963 -1.926 -2.613 0.0 0.0 0.0
H -4.456 -2.706 -0.036 0.0 0.0 0.0
H -2.213 -1.854 1.319 0.0 0.0 0.0
C 4.436 -0.355 -1.454 0.0 -0.1 0.0
C 3.239 -0.745 -0.585 0.0 0.1 0.0
C 3.420 -0.204 0.833 0.0 0.0 0.0
C 1.949 -0.243 -1.237 0.0 -0.1 0.0
H 5.355 -0.827 -1.097 0.0 0.0 0.0
H 4.588 0.729 -1.436 0.0 0.0 0.0
H 4.284 -0.655 -2.492 0.0 0.0 0.0
H 3.198 -1.830 -0.521 -0.1 0.0 0.0
H 3.391 0.893 0.838 0.0 0.0 0.0
H 4.383 -0.508 1.249 0.0 0.0 0.0
H 2.648 -0.582 1.510 0.0 0.0 0.0
H 1.660 -0.839 -2.105 0.0 0.0 0.0
H 2.101 0.789 -1.575 -0.1 0.0 0.0
C 1.766 -5.870 3.035 0.0 0.0 0.0
C 1.040 -4.559 2.835 0.0 0.0 0.0
O 0.338 -4.577 1.580 0.0 -0.1 0.1
P 0.790 -3.605 0.388 0.0 0.0 0.1
O 0.606 -2.172 0.878 0.0 0.1 0.0
Te -0.244 -4.366 -1.558 -0.1 0.1 -0.1
O 2.392 -3.768 0.357 0.1 0.0 0.0
C 3.062 -4.837 -0.331 0.0 0.0 0.0
C 3.708 -4.315 -1.593 0.0 0.0 -0.1
H 2.365 -5.833 3.947 0.0 0.0 0.0
H 2.429 -6.069 2.193 0.0 0.0 0.0
H 1.059 -6.695 3.114 0.0 0.0 0.0
H 1.734 -3.717 2.873 0.0 0.0 0.0
H 0.286 -4.409 3.609 0.0 0.0 0.0
H 2.359 -5.639 -0.559 -0.1 0.0 0.0
H 3.812 -5.217 0.364 0.0 0.0 0.0
H 2.951 -3.874 -2.243 0.0 0.0 0.0
H 4.185 -5.138 -2.129 0.0 0.0 0.0
H 4.465 -3.563 -1.366 0.0 0.0 0.0



80
Properties=species:S:1:pos:R:3:forces:R:3 method="wB97M-V/def2-TZVPD" lumo_ev=-0.1 smiles="CC(C)[C@H](C)CON(CCCCS(=O)(=O)Cl)C(=O)OC[C@H](C)I.CCOC(=O)OC.CCOC(=O)OC" molar_mass_da=692.01
C 7.911 2.545 0.226 -0.6 0.5 0.3
C 6.664 3.104 -0.505 0.2 -1.0 0.1
I 5.122 3.375 1.008 0.3 0.3 -0.3
C 6.219 2.194 -1.714 0.3 0.6 1.7
O 4.988 1.527 -1.404 -1.4 0.5 -0.2
C 4.370 1.022 -2.510 -0.1 -0.4 0.9
O 5.014 0.812 -3.468 1.4 -0.4 -2.4
N 2.984 0.703 -2.524 -0.2 1.0 0.2
C 2.014 1.762 -2.298 -0.5 -0.4 0.8
C 2.179 2.654 -1.056 -0.9 1.1 -0.9
C 0.915 3.554 -0.924 0.0 0.0 0.3
C 0.021 3.158 0.278 0.1 0.5 -1.0
S 0.221 4.338 1.625 0.8 -1.5 0.5
O -0.281 3.762 2.818 -1.7 -0.1 0.5
O 1.594 4.676 1.731 0.9 1.1 -1.0
Cl -0.881 5.979 1.060 0.2 -0.4 0.0
O 2.653 -0.528 -1.974 0.1 0.2 0.6
C 3.128 -0.726 -0.632 0.1 -0.7 0.5
C 2.061 -1.475 0.179 -0.2 -0.3 -0.2
C 1.220 -2.460 -0.650 -0.3 -0.1 0.7
C 2.598 -2.200 1.457 -0.7 1.3 0.7
C 4.039 -1.854 1.849 0.2 -1.0 -0.1
C 1.696 -1.749 2.654 0.7 -0.2 -1.1
H 8.491 3.387 0.611 0.1 -0.2 -0.1
H 8.527 1.919 -0.422 0.0 0.1 0.0
H 7.591 1.993 1.111 0.2 -0.3 -0.2
H 6.892 4.110 -0.851 -0.3 -0.1 -0.1
H 6.980 1.422 -1.828 0.0 0.2 -0.4
H 6.128 2.845 -2.581 -0.1 -0.4 -0.2
H 1.034 1.276 -2.221 0.2 -0.2 -0.2
H 1.953 2.380 -3.201 0.2 0.0 0.1
H 2.997 3.342 -1.257 0.4 -0.3 0.5
H 2.304 2.113 -0.120 0.4 -0.1 -0.2
H 0.333 3.534 -1.850 0.0 -0.1 0.1
H 1.213 4.598 -0.787 0.0 -0.1 -0.1
H -1.030 3.085 -0.004 0.0 0.1 0.3
H 0.353 2.199 0.683 -0.1 0.2 0.4
H 3.364 0.199 -0.098 -0.1 0.1 -0.4
H 4.072 -1.280 -0.707 -0.2 -0.1 0.0
H 1.359 -0.707 0.536 0.1 0.0 -0.2
H 0.809 -2.037 -1.566 0.3 -0.1 0.0
H 0.358 -2.744 -0.030 0.1 0.0 -0.1
H 1.758 -3.396 -0.829 0.1 0.2 -0.3
H 2.414 -3.271 1.339 0.6 0.0 -0.1
H 4.175 -0.814 2.157 -0.1 0.0 -0.2
H 4.310 -2.492 2.698 0.0 0.2 0.0
H 4.760 -2.107 1.067 0.0 0.2 0.0
H 1.708 -0.654 2.634 -0.2 -0.1 0.3
H 2.146 -2.103 3.583 -0.4 0.0 0.1
H 0.688 -2.130 2.477 0.0 0.1 0.4
C -4.123 -0.814 2.906 -0.1 -0.2 0.2
C -3.272 -1.587 1.921 -0.2 0.5 -0.1
O -2.681 -2.739 2.538 0.1 -0.2 -0.1
C -3.495 -3.780 2.711 0.0 0.1 0.1
O -4.655 -3.838 2.387 0.1 0.0 -0.1
O -2.807 -4.748 3.322 0.0 0.1 -0.1
C -3.584 -5.900 3.654 -0.1 -0.3 0.1
H -3.544 -0.566 3.797 0.1 0.1 -0.1
H -4.492 0.107 2.454 0.0 0.0 0.0
H -4.979 -1.403 3.233 0.0 0.0 -0.1
H -2.447 -0.960 1.585 0.2 -0.2 0.1
H -3.842 -1.875 1.036 0.0 -0.2 0.1
H -4.107 -6.287 2.782 -0.1 0.1 0.0
H -4.293 -5.657 4.445 -0.1 0.0 -0.1
H -2.896 -6.658 4.018 0.1 0.2 0.0
C -7.733 1.324 -3.896 -0.1 -0.3 0.0
C -6.619 1.650 -2.923 -0.1 0.3 -0.4
O -6.561 0.700 -1.850 0.1 0.0 0.1
C -6.000 -0.473 -2.150 -0.1 0.0 0.0
O -5.536 -0.787 -3.216 0.0 0.0 0.1
O -6.054 -1.248 -1.063 0.1 0.1 0.0
C -5.566 -2.576 -1.264 0.1 -0.4 0.1
H -8.683 1.228 -3.369 0.0 0.1 0.0
H -7.822 2.104 -4.652 0.0 0.0 0.0
H -7.547 0.377 -4.402 0.1 0.1 0.0
H -6.810 2.617 -2.459 0.0 -0.1 0.2
H -5.653 1.715 -3.425 0.0 -0.2 0.0
H -4.561 -2.568 -1.684 -0.1 0.1 -0.1
H -6.242 -3.132 -1.912 0.1 0.1 -0.1
H -5.532 -3.064 -0.292 -0.1 0.2 0.1



36
Properties=species:S:1:pos:R:3:forces:R:3 method="wB97M-V/def2-TZVPD" lumo_ev=2.6 charge=-1 molar_mass_da=524.39 relative_energy_kj_mol=0.0
Pt -0.110 0.611 0.368 0.2 -0.1 -0.2
O 0.617 -5.653 -2.174 -0.1 0.2 0.1
C 0.664 -4.596 -1.595 0.4 0.0 0.0
C 1.946 -3.855 -1.189 -0.1 -0.3 -0.1
O 3.076 -4.230 -1.391 -0.2 0.1 0.0
C 1.519 -2.573 -0.505 0.1 -0.1 0.0
C 0.096 -2.528 -0.612 -0.2 0.4 -0.2
O -0.659 -1.448 -0.300 0.5 -0.4 0.2
C -0.475 -3.712 -1.161 -0.2 0.0 0.0
O -1.677 -3.989 -1.282 0.1 -0.1 0.0
O 2.304 -1.770 -0.006 -0.1 0.0 0.1
C -0.331 2.755 2.428 -0.1 -0.1 0.0
C -0.069 2.468 0.956 0.2 0.2 0.2
O 0.149 3.393 0.202 0.0 0.0 0.0
H -0.068 3.789 2.652 0.0 0.0 0.0
H 0.219 2.057 3.058 0.0 0.0 0.0
H -1.393 2.597 2.632 0.0 0.0 0.0
C 4.181 -0.728 -2.194 0.0 0.0 -0.1
N 3.255 0.365 -2.499 0.3 0.0 0.3
C 3.170 0.876 -3.852 0.0 0.0 -0.1
C 2.323 0.648 -1.620 -0.4 -0.1 -0.1
N 1.497 0.854 -0.846 0.1 0.3 -0.2
H 5.210 -0.393 -2.342 0.0 0.0 0.0
H 3.980 -1.585 -2.842 0.0 0.0 0.0
H 4.024 -1.047 -1.167 0.0 0.0 0.0
H 4.141 1.266 -4.163 0.0 0.0 0.0
H 2.439 1.679 -3.889 0.0 0.0 0.0
H 2.867 0.086 -4.545 0.0 0.0 0.0
N -3.085 -1.775 -0.002 0.2 0.0 -0.1
C -1.934 -1.651 0.782 -0.5 -0.1 0.3
N -1.699 -2.773 1.569 0.1 0.0 -0.2
S -1.793 -0.098 1.698 -0.2 0.0 0.0
H -2.977 -2.593 -0.602 -0.1 0.0 0.0
H -3.190 -0.948 -0.575 -0.1 0.0 0.1
H -1.751 -3.638 1.042 0.0 0.0 0.1
H -0.850 -2.687 2.108 0.0 0.0 0.0